No. 1
A structure of composition C28H70CdF3IO10 at a distorted geometry. Source: OMol25; level of theory: ωB97M-V/def2-TZVPD.

Structure (XYZ):
```
113
Properties=species:S:1:pos:R:3:forces:R:3:mulliken_charge:R:1
Cd 0.99520 -18.70506 -10.98758 -0.570 0.523 -1.698 2.213
I -0.68497 -19.91898 -12.93749 -0.227 -0.226 -0.171 -0.820
C 2.33710 -16.24271 -11.35542 -1.399 -1.666 1.947 0.191
O 1.80282 -17.10190 -12.31709 -0.532 0.842 -3.481 -0.258
O 2.18414 -17.11100 -10.27331 2.694 2.651 0.563 -0.997
C 3.76803 -15.64231 -11.81759 0.514 -0.504 1.503 0.429
F 3.76514 -14.60279 -12.65804 -1.208 0.343 -0.342 -0.295
F 4.46968 -15.19964 -10.74946 -0.504 -0.170 0.276 -0.304
F 4.55671 -16.53692 -12.41302 -0.077 -0.920 -0.130 -0.236
C 1.34270 -16.54214 -13.55038 0.493 -1.098 -1.955 -0.071
C 2.17806 -17.23912 -14.62435 1.054 0.255 -0.915 -0.890
H 2.00766 -16.98130 -15.66962 -0.502 0.673 0.068 0.438
H 3.24614 -17.06589 -14.49282 0.050 0.026 0.259 0.297
H 2.04596 -18.31963 -14.68024 -0.281 -0.099 0.717 -0.081
H 1.36587 -15.45313 -13.59063 0.456 -0.014 0.249 0.464
H 0.32965 -16.81487 -13.84612 -0.441 -0.171 1.076 -0.195
H 1.59502 -15.44908 -11.26846 0.452 1.032 0.057 0.320
C -6.53242 -21.25069 -13.22120 0.488 0.178 -0.663 -1.665
C -5.04221 -21.19435 -12.87550 -1.338 -2.034 1.247 1.065
C -4.64655 -22.50055 -12.08605 0.433 0.421 -0.445 -1.153
O -4.22899 -21.10746 -14.01364 0.010 0.094 -0.516 -0.499
H -6.79863 -22.11643 -13.82760 0.208 -0.127 -0.037 0.349
H -6.76834 -20.36746 -13.81479 -0.322 0.058 0.124 0.390
H -7.12295 -21.30592 -12.30669 0.049 0.227 -0.012 0.430
H -4.93457 -20.29503 -12.26909 0.389 -0.031 0.323 -0.021
H -5.30889 -22.86921 -11.30279 -0.022 0.875 0.458 0.460
H -3.61804 -22.35630 -11.75523 -0.004 -0.126 0.540 0.078
H -4.60216 -23.40276 -12.69610 -0.019 0.359 -0.850 0.326
H -3.36657 -20.80287 -13.72200 0.492 0.034 0.022 -0.074
C -3.70302 -14.59706 -12.04460 0.479 1.011 0.133 -1.521
C -2.59307 -15.37025 -12.75199 -0.918 -0.441 0.498 0.967
C -2.30794 -14.90299 -14.15237 -0.658 -0.701 -1.001 -1.276
O -1.34740 -15.28831 -12.02073 -1.030 -0.133 -0.161 -0.452
H -3.41969 -13.55786 -12.21160 -0.552 0.459 0.328 0.367
H -3.76792 -14.77912 -10.97187 0.480 -0.100 0.057 0.342
H -4.72761 -14.76548 -12.37619 0.242 -0.088 -0.650 0.331
H -2.99384 -16.38263 -12.70126 0.937 -0.550 -0.410 0.003
H -1.71400 -15.64525 -14.68564 0.475 0.141 0.209 0.192
H -1.83940 -13.92043 -14.20844 0.110 0.010 0.221 0.378
H -3.20312 -14.86403 -14.77305 -0.339 0.208 0.208 0.403
H -1.16561 -14.34735 -12.07685 0.582 0.187 0.377 0.324
C 4.55241 -19.93987 -12.92919 0.276 -0.498 0.862 -1.580
C 3.18519 -20.50615 -12.51728 1.695 0.627 -2.437 1.246
C 3.23520 -21.97133 -12.34425 -0.952 -0.985 0.955 -1.324
O 2.73855 -19.90070 -11.34581 0.618 -0.595 0.431 -0.164
H 5.34985 -20.30870 -12.28410 -0.012 -0.298 0.468 0.436
H 4.60387 -18.86152 -12.77881 -0.222 0.007 -0.806 0.233
H 4.83474 -20.36383 -13.89285 -0.164 0.685 -0.342 0.379
H 2.52865 -20.25125 -13.34919 -0.548 0.165 0.370 -0.375
H 3.74922 -22.54656 -13.11432 -0.028 0.181 0.130 0.432
H 2.21577 -22.33313 -12.21023 -0.155 -0.272 -0.488 0.245
H 3.64073 -22.13979 -11.34662 0.784 -0.384 -0.007 0.394
H 3.27170 -20.27623 -10.64131 0.057 0.224 0.445 0.153
C 0.27476 -19.05126 -17.10234 -0.263 0.514 0.271 -0.928
C 0.44583 -20.55614 -17.37105 -1.313 1.009 -0.555 0.650
C -0.92940 -21.26347 -17.54117 0.956 -0.130 1.070 -0.929
O 1.07169 -20.68629 -18.61908 0.969 -0.442 -1.015 -0.610
H -0.53200 -18.60909 -17.68689 -0.315 -0.359 -0.095 0.326
H 1.11849 -18.42750 -17.39753 0.511 -0.483 -0.004 0.346
H 0.08000 -18.79750 -16.06033 -0.161 -0.280 0.167 0.041
H 1.11911 -20.99719 -16.63602 -0.546 -0.251 0.497 0.177
H -0.76577 -22.33999 -17.59055 -0.035 -0.055 0.069 0.273
H -1.45877 -20.99256 -18.45466 0.269 0.431 0.050 0.431
H -1.54165 -21.04102 -16.66723 -0.223 -0.073 -0.056 -0.132
H 2.00427 -20.81783 -18.43311 0.105 0.072 -0.385 0.387
C -3.20310 -18.50878 -16.15939 -0.842 0.324 -0.099 -0.884
C -4.70847 -18.39170 -15.81767 0.223 0.127 -1.340 1.039
C -5.47201 -17.34188 -16.64842 0.138 0.234 0.260 -1.638
O -5.34673 -19.64476 -16.04367 0.105 0.754 -0.064 -0.610
H -2.72499 -17.53259 -16.07830 0.145 0.036 0.114 0.267
H -3.06037 -18.87014 -17.17780 -0.049 -0.080 0.003 0.319
H -2.74040 -19.19708 -15.45211 0.188 0.021 -0.077 -0.033
H -4.73368 -18.14162 -14.75704 -0.377 0.219 0.301 0.092
H -5.55559 -17.55475 -17.71416 0.283 -0.525 0.034 0.375
H -5.00527 -16.35792 -16.60287 0.191 0.058 0.242 0.316
H -6.49751 -17.21082 -16.30308 -0.005 -0.176 0.223 0.418
H -4.81041 -20.23466 -15.50892 -0.180 -0.817 0.279 0.400
C -1.54687 -16.04906 -8.71821 0.476 -1.244 0.000 -1.310
C -1.55897 -17.47820 -9.34130 0.831 0.302 0.299 0.817
C -2.93080 -17.88884 -9.75515 -1.264 -0.495 0.420 -1.068
O -0.74123 -17.50183 -10.51046 -1.377 0.993 0.585 0.022
H -1.90984 -16.12069 -7.69292 -0.369 0.281 -0.091 0.411
H -2.12509 -15.37396 -9.34909 -0.139 0.009 0.250 0.176
H -0.52581 -15.67241 -8.65757 0.072 -0.103 -0.126 0.326
H -1.06683 -18.22378 -8.71679 -0.359 0.162 0.514 0.164
H -3.37810 -17.09714 -10.35617 -0.120 0.043 -0.057 0.178
H -3.57559 -18.06378 -8.89390 -0.099 0.340 0.213 0.481
H -3.01646 -18.82116 -10.31332 0.575 0.016 -0.214 -0.015
H -1.18778 -16.82512 -11.02452 0.697 0.471 -1.161 -0.538
C -0.12179 -24.74012 -15.72685 0.464 -0.091 0.174 -1.716
C -0.61504 -23.75298 -14.68978 -0.897 -1.336 0.775 1.547
C -1.28104 -24.50309 -13.49821 0.360 -0.453 -0.834 -1.358
O 0.49713 -23.06020 -14.19767 0.427 0.414 -0.124 -0.291
H 0.34244 -24.22389 -16.56714 -0.333 -0.012 -0.203 0.358
H -0.86750 -25.47426 -16.03191 -0.148 0.306 -0.211 0.380
H 0.69112 -25.31399 -15.28192 0.074 -0.079 0.207 0.410
H -1.33874 -23.05207 -15.10582 -0.098 0.079 -0.239 -0.236
H -2.09608 -25.13912 -13.84356 -0.395 0.297 -0.006 0.425
H -1.60017 -23.85337 -12.68327 -0.048 0.105 -0.155 0.124
H -0.55717 -25.22560 -13.12124 0.265 0.157 0.237 0.366
H 0.09361 -22.28780 -13.79497 0.406 0.647 0.380 -0.279
C 1.44250 -21.84420 -8.22194 -0.780 -1.102 -0.049 -1.315
C 0.37229 -21.30502 -9.16269 -0.106 0.551 0.324 0.903
C -1.06255 -21.25529 -8.72103 0.192 -1.249 -0.215 -1.307
O 0.68110 -19.94149 -9.34223 0.795 0.637 0.567 0.384
H 2.31280 -22.19668 -8.77551 0.060 0.204 0.024 0.294
H 1.02812 -22.70913 -7.70397 0.173 -0.110 0.170 0.412
H 1.74609 -21.11785 -7.46805 -0.054 0.057 0.006 0.333
H 0.39002 -21.81337 -10.12673 0.336 0.225 -0.177 -0.127
H -1.67896 -20.77304 -9.47970 0.198 0.007 -0.144 0.038
H -1.16011 -20.68053 -7.80004 -0.213 -0.558 0.321 0.348
H -1.30657 -22.31759 -8.72916 -0.952 0.045 0.893 0.515
H 0.92645 -19.56623 -8.49336 0.084 0.092 0.153 0.032
```
Positions in Å, forces in eV/Å.

Calculated values
LUMO ... 0.18 eV
Spin multiplicity ... 1
Energy ... -71463.1024 eV
Highest occupied orbital energy ... -0.319 hartree
Energy above the lowest of the compared OMol25 structures with the same formula, charge and spin ... 39.2 kcal per mole
Net charge ... 0

=====

No. 2
A cluster of 2 separate species, C5H14 in total at a distorted geometry. Source: OMol25; level of theory: ωB97M-V/def2-TZVPD.

Structure (XYZ):
```
19
Properties=species:S:1:pos:R:3:forces:R:3:mulliken_spin:R:1
C 1.89938 1.44040 0.35143 0.782 -0.946 -0.100 0.141
C 1.31576 0.70888 -0.79159 -0.282 0.684 0.432 0.073
C 1.79670 0.89686 1.71064 -0.559 -0.017 -0.025 0.076
H 2.85673 1.95725 0.12344 -0.240 0.346 0.088 0.070
H 1.27218 2.43929 0.43000 0.040 0.242 -0.113 0.325
H 0.99848 1.38001 -1.60186 0.125 -0.309 -0.094 0.032
H 0.86818 0.33497 1.87156 0.330 0.055 0.076 0.005
H 2.66585 0.21709 1.91849 -0.022 0.034 -0.205 0.127
H 1.95672 1.65976 2.46982 0.028 0.150 0.313 0.037
H 2.14557 0.09897 -1.20571 0.192 0.014 -0.204 0.112
H 0.53566 0.04391 -0.46246 -0.347 -0.258 -0.204 -0.001
C -2.33076 -2.15484 -0.44234 0.502 0.563 -0.241 0.000
C -2.27751 -0.64605 -0.76920 -0.381 -0.294 0.410 0.002
H -2.59063 -2.72065 -1.33243 -0.495 -0.159 0.193 0.000
H -1.33227 -2.50222 -0.18255 0.116 -0.083 0.108 0.000
H -2.97150 -2.35397 0.41422 -0.145 -0.181 -0.231 0.000
H -1.49463 -0.19150 -0.15308 -0.103 0.246 -0.190 -0.001
H -3.21541 -0.13265 -0.51795 0.222 -0.182 -0.089 0.000
H -2.09852 -0.47550 -1.83042 0.238 0.094 0.075 0.000
```
Positions in Å, forces in eV/Å.

Calculated values
LUMO (spin up / spin down) ... -3.39 / -10.69 eV
Spin multiplicity ... 2
Energy ... -5400.8468 eV
Highest occupied orbital energy (spin up / spin down) ... -0.540 / -0.540 hartree
Energy above the lowest of the compared OMol25 structures with the same formula, charge and spin ... 6.0 kcal per mole
Net charge ... +1

=====

No. 3
A structure of composition C46H43F3IrN2O7P2SSe2. Source: OMol25; level of theory: ωB97M-V/def2-TZVPD.

Structure (XYZ):
```
107
Properties=species:S:1:pos:R:3:forces:R:3:mulliken_charge:R:1
Ir 0.20849 0.83875 -0.40439 0.042 0.051 -0.114 1.904
C -0.24243 -1.00991 2.34305 0.012 0.017 -0.050 -3.057
N -0.17485 -2.35455 1.80622 -0.005 -0.033 -0.013 2.040
C -0.07314 -2.54745 0.37693 0.032 0.030 0.018 -2.828
P 1.09687 -1.36772 -0.45711 0.045 -0.068 0.033 -0.112
C 1.30595 -2.35122 -1.98685 -0.055 0.022 0.006 1.379
C 0.17644 -2.73445 -2.70850 -0.039 -0.039 -0.016 -0.727
C 0.30320 -3.52195 -3.84371 -0.006 0.011 0.005 -0.882
C 1.55615 -3.93390 -4.26964 0.007 0.012 0.013 -0.661
C 2.68344 -3.55393 -3.55471 -0.008 -0.009 -0.022 -0.724
C 2.56122 -2.76789 -2.42035 0.033 -0.010 0.007 -0.064
C 2.63715 -1.71375 0.46811 0.037 -0.019 -0.031 1.006
C 2.81449 -2.88546 1.20885 0.018 0.032 -0.011 -0.700
C 3.99984 -3.11574 1.88911 -0.014 -0.008 -0.002 -0.765
C 5.02798 -2.18377 1.83630 -0.005 0.006 0.004 -0.848
C 4.86615 -1.02691 1.09218 0.003 0.026 0.001 -0.535
C 3.67995 -0.79579 0.40860 -0.060 -0.026 0.017 -0.531
C -0.31294 -3.44293 2.64841 0.048 -0.031 0.003 0.564
C 0.00617 -3.33901 4.01131 -0.005 0.005 0.008 -0.461
C -0.13625 -4.42710 4.85562 0.001 -0.002 -0.002 -0.774
C -0.58251 -5.65189 4.37845 0.002 0.003 0.007 -0.576
C -0.89128 -5.76517 3.03080 0.001 0.004 -0.005 -0.829
C -0.76796 -4.68307 2.17410 0.001 0.012 0.000 -0.300
P -1.21184 0.12126 1.23751 -0.018 -0.024 0.084 2.056
C -2.74090 -0.87023 1.01217 -0.054 0.034 -0.011 0.170
C -3.60182 -0.64996 -0.05749 0.035 -0.001 -0.007 0.630
C -4.79737 -1.34688 -0.16856 -0.023 -0.031 0.016 -0.580
C -5.14826 -2.28599 0.78726 0.005 0.013 -0.026 -0.758
C -4.30633 -2.50660 1.86911 0.024 0.007 0.016 -0.862
C -3.12102 -1.79745 1.98634 -0.009 -0.007 0.031 -0.478
C -1.78253 1.33785 2.47769 0.035 0.024 0.007 1.310
C -0.82561 2.00416 3.24366 -0.002 -0.043 0.009 -0.728
C -1.21446 2.90345 4.21978 0.006 0.011 -0.002 -0.758
C -2.56277 3.16629 4.43035 0.013 0.000 0.000 -0.687
C -3.51681 2.51597 3.66522 -0.004 -0.012 -0.014 -0.874
C -3.13068 1.59527 2.69795 -0.003 0.014 0.008 -0.517
H 0.73827 -0.53959 2.47534 0.002 -0.018 -0.007 0.722
H -0.73617 -1.03060 3.31372 0.019 0.006 -0.005 1.273
H -1.03529 -2.45685 -0.14631 0.004 0.004 0.023 0.293
H 0.30994 -3.54738 0.17916 -0.039 0.001 -0.017 1.450
H -0.80809 -2.40194 -2.40308 0.045 -0.006 -0.020 0.245
H -0.58343 -3.79951 -4.39990 0.003 -0.004 -0.002 0.427
H 1.65596 -4.54224 -5.16025 -0.001 -0.001 -0.001 0.362
H 3.66793 -3.86048 -3.88547 -0.001 -0.002 -0.002 0.418
H 3.44957 -2.46014 -1.88812 -0.016 0.001 0.028 0.359
H 2.04043 -3.63502 1.27160 -0.059 -0.028 0.000 0.438
H 4.11403 -4.02547 2.46564 0.000 0.001 0.001 0.449
H 5.94930 -2.35981 2.37810 -0.001 -0.002 0.001 0.350
H 5.65047 -0.28223 1.04852 0.002 0.003 -0.011 0.477
H 3.56861 0.10960 -0.16377 0.010 0.003 -0.071 -0.027
H 0.40342 -2.41196 4.40189 -0.001 -0.008 0.001 0.409
H 0.12589 -4.31574 5.90079 0.000 0.000 0.000 0.423
H -0.68544 -6.49962 5.04263 0.000 -0.001 0.001 0.401
H -1.25123 -6.70709 2.63468 0.000 0.000 0.000 0.409
H -1.06015 -4.79278 1.13912 -0.002 0.001 -0.006 0.404
H -3.33422 0.06222 -0.81602 0.009 -0.011 0.043 -0.636
H -5.44860 -1.14616 -1.00994 0.000 0.004 -0.002 0.471
H -6.07507 -2.83928 0.69666 -0.001 0.001 0.004 0.360
H -4.56990 -3.22874 2.63178 -0.002 -0.001 -0.001 0.453
H -2.50719 -1.97836 2.85687 0.009 0.008 -0.005 0.497
H 0.22312 1.83960 3.04509 -0.042 0.008 0.008 0.165
H -0.45709 3.41590 4.79931 -0.002 0.002 0.002 0.479
H -2.86647 3.88084 5.18559 0.000 0.001 0.000 0.370
H -4.56976 2.71917 3.81690 0.000 0.000 0.001 0.424
H -3.89015 1.09445 2.11185 -0.001 -0.018 -0.005 0.379
O -5.29431 2.28831 -1.40294 -0.008 -0.002 0.004 -0.443
C -4.50859 3.15529 -2.21858 0.016 0.000 -0.007 -1.645
C -3.01722 2.83122 -2.05327 -0.038 0.003 0.033 3.293
C -2.27554 3.94297 -2.82103 -0.019 -0.044 0.029 -1.495
O -1.13858 3.42260 -3.48115 -0.057 0.068 -0.184 -0.450
C -2.68911 2.87158 -0.55391 -0.023 0.095 -0.033 -1.251
Se -0.80202 3.11582 -0.14705 0.052 -0.051 0.020 -0.102
C -2.78930 1.45634 -2.69331 0.004 -0.018 0.050 -2.706
Se -1.23178 0.28720 -2.34284 0.056 0.044 -0.017 0.115
H -6.21810 2.52785 -1.50987 0.003 -0.002 0.001 0.323
H -4.67559 4.20176 -1.92908 -0.008 -0.005 0.003 0.478
H -4.78682 3.04027 -3.27446 -0.003 0.007 0.003 0.429
H -1.99340 4.72459 -2.10911 0.001 0.016 -0.033 0.400
H -2.95580 4.38671 -3.56597 -0.006 -0.030 0.003 0.418
H -0.48701 4.12124 -3.58089 0.057 -0.029 0.139 0.277
H -3.14053 2.02825 -0.03196 0.054 -0.008 -0.042 -0.284
H -3.14879 3.76961 -0.12672 -0.057 -0.023 -0.020 0.704
H -2.72981 1.58316 -3.77532 0.012 -0.007 0.002 0.683
H -3.67044 0.84703 -2.48493 0.003 0.022 -0.028 0.865
F 2.33875 2.97397 3.52672 -0.003 0.012 0.005 -0.265
C 2.98627 1.92058 2.98299 0.002 0.005 0.004 0.198
F 2.58506 0.82694 3.67005 0.003 -0.001 -0.008 -0.251
F 4.28749 2.08299 3.23863 0.003 0.004 -0.004 -0.311
C 2.68388 1.80067 1.45597 0.018 0.034 0.035 0.288
O 3.56038 2.14217 0.69263 0.009 -0.026 -0.002 -0.675
O 1.51813 1.32032 1.27822 -0.055 -0.002 0.016 0.045
O 1.84425 3.80524 -0.74005 -0.007 0.001 -0.001 -0.685
C 2.11433 3.02725 -1.62654 0.006 0.034 -0.032 -0.207
N 1.65806 1.73497 -1.77101 -0.060 0.024 0.056 0.481
S 2.40874 0.95583 -3.00367 0.012 0.012 -0.015 0.871
O 3.37334 0.01067 -2.48837 0.027 -0.002 0.061 -0.584
O 1.52428 0.46100 -4.01770 -0.033 -0.005 0.014 -0.663
C 3.27398 2.36946 -3.60681 -0.006 -0.013 0.021 0.282
C 4.08098 2.48939 -4.72104 0.001 -0.010 -0.007 -0.812
C 4.65031 3.73400 -4.95658 0.000 -0.005 0.002 -0.608
C 4.41324 4.80396 -4.09383 -0.005 0.008 0.003 -0.542
C 3.59970 4.65498 -2.97879 0.006 0.000 0.017 -0.506
C 3.02860 3.41515 -2.75333 0.017 -0.023 -0.008 -0.192
H 4.25592 1.64954 -5.38030 0.000 0.002 -0.003 0.503
H 5.28790 3.87699 -5.82008 0.000 -0.004 -0.001 0.399
H 4.87320 5.76233 -4.30081 -0.001 0.001 0.003 0.405
H 3.40553 5.46670 -2.29006 0.000 0.001 -0.002 0.535
```
Positions in Å, forces in eV/Å.

Calculated values
LUMO ... 2.29 eV
Spin multiplicity ... 1
Energy ... -236815.5075 eV
Highest occupied orbital energy ... -0.155 hartree
Energy above the lowest of the compared OMol25 structures with the same formula, charge and spin ... 2.2 kcal per mole
Net charge ... -1